A cluster of 11 separate species, C50H104N17O3P3 in total at a distorted geometry. Source: the Open Molecules 2025 dataset; level of theory: ωB97M-V/def2-TZVPD.

Atoms and positions in Å:
P  4.609  0.914  5.253
P  -0.459  -3.656  -6.166
P  -4.390  4.986  -1.869
O  -1.858  -3.225  -6.160
O  4.840  -0.529  4.899
O  -4.488  6.099  -2.821
N  1.866  -4.925  -2.168
N  4.820  -2.317  2.640
N  0.116  -1.589  -0.629
N  0.443  -3.534  -7.557
N  -4.104  3.585  -2.727
N  -3.232  4.942  -0.702
N  5.961  1.829  5.001
N  4.537  4.103  0.713
N  -0.380  1.918  -3.382
N  4.237  1.073  6.861
N  -5.779  4.850  -1.017
N  0.555  -2.668  -5.214
N  1.658  -3.109  3.311
N  -0.407  -5.349  -5.904
N  3.449  1.579  4.249
N  -5.226  -0.301  1.083
N  -5.344  3.005  3.270
C  0.885  -2.168  2.740
C  0.550  -2.274  -8.214
C  -4.170  2.307  -2.060
C  -0.593  -0.722  -0.442
C  -4.564  3.494  -4.110
C  2.283  1.104  -0.459
C  -3.037  0.981  5.227
C  -0.970  -5.275  1.837
C  -6.948  5.618  -1.494
C  0.631  0.920  -5.594
C  3.223  1.659  -1.519
C  -0.056  -2.738  4.705
C  -4.542  -2.289  0.601
C  -4.482  0.577  5.505
C  4.210  -2.827  0.543
C  1.987  -2.765  -5.296
C  4.110  -0.086  7.710
C  0.859  -5.990  -5.652
C  0.989  -4.905  0.263
C  1.511  -4.903  -1.072
C  3.998  2.310  7.541
C  1.107  -3.460  4.516
C  6.918  2.220  6.008
C  6.377  2.270  3.630
C  -1.539  0.411  -0.266
C  3.425  3.157  -1.432
C  -0.207  -1.974  3.535
C  2.894  0.884  -6.764
C  -6.018  3.988  0.176
C  -5.422  -1.346  0.196
C  -2.086  2.431  1.250
C  -3.922  -1.863  1.798
C  4.374  -1.778  1.426
C  3.266  3.042  4.259
C  4.752  -3.984  1.137
C  -1.431  1.083  1.081
C  0.390  -4.542  -8.532
C  4.000  3.712  -0.226
C  2.191  0.828  4.184
C  -1.612  -6.107  -5.596
C  -4.319  -0.596  2.057
C  -0.432  -5.578  0.427
C  -5.506  1.670  5.484
C  2.134  1.242  -5.511
C  -3.373  5.797  0.462
C  -0.060  1.421  -4.365
C  -5.415  2.420  4.269
C  5.092  -3.666  2.444
C  -1.843  4.970  -1.267
C  0.067  -2.110  -3.988
H  -4.622  0.043  6.470
H  7.862  1.644  6.059
H  0.321  -2.801  -3.173
H  2.547  -3.297  2.890
H  -6.543  1.220  5.486
H  -0.296  -6.711  0.319
H  -1.730  5.878  -1.866
H  2.929  2.406  7.721
H  1.671  -4.166  5.091
H  -1.005  -1.880  -4.071
H  0.411  -5.530  -8.130
H  2.458  3.638  -1.492
H  2.317  -2.905  -6.354
H  -1.111  -1.388  3.383
H  -4.366  6.178  0.623
H  -6.134  -1.259  -0.571
H  2.419  1.348  -7.655
H  -1.107  4.999  -0.408
H  -5.886  0.477  1.076
H  -4.088  0.163  2.807
H  2.419  -3.568  -4.712
H  5.671  1.974  2.866
H  -7.822  5.001  -1.360
H  -6.592  4.556  0.933
H  -5.123  1.895  -2.221
H  2.959  3.303  3.235
H  -7.050  6.619  -0.966
H  -0.811  -2.801  5.470
H  4.782  0.042  8.579
H  1.078  -1.770  1.739
H  0.416  -0.142  -5.617
H  -3.886  2.381  -1.010
H  5.584  -4.144  3.278
H  4.271  -1.121  7.260
H  -1.918  0.346  1.720
H  4.862  -1.797  3.538
H  -1.489  -7.068  -6.075
H  -4.890  -0.130  4.750
H  -4.409  -3.263  0.123
H  -0.358  1.113  1.435
H  1.261  -4.484  -9.172
H  -2.715  6.631  0.474
H  -3.353  -2.526  2.428
H  -2.560  -5.629  -5.953
H  2.186  0.040  -0.478
H  7.301  1.786  3.356
H  3.966  -0.783  1.439
H  -4.198  4.436  -4.647
H  -2.550  0.035  -0.497
H  2.339  2.267  -5.121
H  2.576  1.344  0.588
H  -3.164  2.274  1.332
H  0.624  -1.177  -3.786
H  -1.528  -6.114  2.185
H  -1.791  -6.360  -4.529
H  3.900  1.223  -6.799
H  -6.890  5.756  -2.577
H  1.684  -5.298  0.964
H  -1.260  1.164  -1.038
H  -5.343  2.394  6.326
H  6.396  3.361  3.585
H  1.577  -2.241  -8.691
H  3.988  -2.745  -0.518
H  0.207  1.383  -6.486
H  -2.946  1.637  4.381
H  4.417  2.311  8.548
H  -1.040  -5.218  -0.390
H  0.547  -1.360  -7.597
H  4.285  3.229  7.057
H  1.563  -5.373  -6.176
H  0.727  -7.044  -6.026
H  2.348  -0.253  4.129
H  -6.566  3.070  -0.098
H  2.769  1.415  -2.497
H  -1.662  4.088  -1.872
H  -3.455  1.595  -2.518
H  -3.177  5.178  1.349
H  4.221  1.211  -1.531
H  0.922  -3.881  0.592
H  2.957  -0.179  -6.882
H  -1.630  -4.429  1.864
H  4.906  -4.887  0.541
H  -2.570  1.515  6.015
H  1.505  1.035  4.969
H  1.757  1.169  3.193
H  6.422  2.254  6.984
H  -1.946  3.178  0.469
H  1.288  1.473  -0.721
H  2.515  0.639  -4.623
H  4.019  3.491  -2.255
H  -5.029  3.741  0.606
H  7.209  3.262  5.738
H  -0.227  -4.989  2.560
H  2.487  3.364  4.904
H  2.426  -1.784  -4.976
H  4.092  3.633  4.628
H  -4.130  2.610  -4.575
H  -2.462  0.105  5.100
H  1.057  -6.002  -4.552
H  -1.771  2.868  2.216
H  3.089  -0.134  8.100
H  -5.667  3.528  -4.227
H  -0.250  -2.173  -8.964
H  -0.491  -4.361  -9.131

Output
orbital gap = 8.4068 eV
strongest force on any atom = 2.71 eV/A
HOMO level = -8.04 eV
M = 1084.420 g mol⁻¹
charge = 0
2S+1 = 1

Results of the Löwdin charge analysis, in e, for atoms 1 through 2: 0.54, 0.57


A cluster of 11 separate species, C50H118N4O11S7 in total at a distorted geometry. Source: the Open Molecules 2025 dataset; level of theory: ωB97M-V/def2-TZVPD.

Atoms and positions in Å:
S  -26.743  -2.941  0.198
S  -21.565  -2.356  -0.573
S  -18.295  -1.197  0.298
S  -26.571  -7.911  -0.801
S  -24.668  1.794  -0.758
S  -19.857  1.789  4.589
S  -23.420  -0.052  -5.516
O  -25.649  2.688  -0.068
O  -20.492  1.564  5.960
O  -21.943  -6.706  -0.430
O  -17.477  -3.891  3.155
O  -22.947  1.313  -5.952
O  -27.132  -8.039  -2.229
O  -21.625  -0.994  -1.308
O  -24.688  -6.581  -3.940
O  -26.396  -1.845  5.014
O  -25.576  -2.166  0.789
O  -18.597  -1.648  1.709
N  -25.370  -1.759  5.877
N  -24.880  -6.371  -5.271
N  -20.835  -7.501  -0.510
N  -17.377  -3.160  4.365
C  -22.985  -2.282  7.602
C  -18.455  -3.449  5.361
C  -23.923  -0.590  4.068
C  -26.892  -2.479  7.644
C  -24.291  -8.761  -5.658
C  -27.309  -2.150  -1.308
C  -15.013  -3.965  5.098
C  -27.726  -6.815  0.178
C  -17.076  -2.059  7.086
C  -25.598  -4.879  -7.169
C  -23.053  2.692  -0.810
C  -17.011  0.079  0.641
C  -25.382  -7.644  -5.899
C  -19.941  -3.517  4.772
C  -25.397  -4.974  -5.630
C  -26.735  -4.547  -4.959
C  -21.286  -8.023  -3.098
C  -24.995  -6.958  -0.800
C  -21.021  -8.459  -1.664
C  -19.667  -6.629  -0.566
C  -24.243  0.603  0.505
C  -24.234  0.236  -3.868
C  -26.740  -8.197  -5.311
C  -20.702  3.251  3.856
C  -26.325  -6.197  -7.713
C  -24.051  -1.695  5.176
C  -22.086  -9.479  -1.212
C  -18.356  -7.457  -0.672
C  -18.233  -4.881  6.124
C  -15.978  -2.834  4.811
C  -17.287  -2.513  -0.522
C  -24.402  -3.924  -5.192
C  -24.423  -2.440  8.030
C  -19.567  -5.659  0.612
C  -22.914  -1.400  6.272
C  -18.466  -8.508  -1.820
C  -23.076  -3.310  -0.945
C  -15.439  -1.969  3.609
C  -28.037  -2.540  1.408
C  -21.993  -2.032  1.154
C  -23.759  -2.999  4.447
C  -20.519  0.532  3.345
C  -21.878  -0.952  -4.900
C  -25.468  -2.725  6.963
C  -25.549  -7.432  -7.428
C  -25.429  -4.230  6.693
C  -19.766  -9.394  -1.739
C  -19.690  -5.702  -1.846
C  -18.427  -2.381  6.450
C  -16.071  -1.792  6.048
H  -22.602  -3.265  7.330
H  -26.618  -2.134  -2.151
H  -24.420  -4.582  6.907
H  -27.506  -5.089  -5.506
H  -22.694  -0.350  6.464
H  -15.058  -1.881  6.441
H  -21.376  -1.155  1.350
H  -28.575  -7.389  0.549
H  -23.044  -8.992  -1.390
H  -23.370  -4.062  -5.516
H  -20.242  -2.506  4.501
H  -16.006  -1.078  3.337
H  -28.200  -2.544  -1.797
H  -16.702  -2.720  7.868
H  -20.806  1.110  2.466
H  -23.033  -1.722  1.258
H  -16.946  0.698  -0.255
H  -28.090  -5.970  -0.407
H  -24.413  -7.430  -1.592
H  -24.626  -6.902  0.224
H  -25.338  -5.956  -1.056
H  -21.250  -0.099  3.850
H  -23.143  -0.720  3.317
H  -22.856  -3.878  -1.849
H  -27.648  -2.368  2.411
H  -26.494  -8.469  -4.285
H  -19.745  -0.209  3.143
H  -22.153  -9.613  -0.132
H  -22.068  -7.265  -3.059
H  -17.825  -3.203  2.583
H  -23.200  0.608  0.818
H  -17.048  0.644  1.572
H  -23.784  -3.899  5.061
H  -19.785  -4.023  3.819
H  -22.004  -1.905  5.949
H  -25.513  -6.991  -3.671
H  -23.319  -4.125  -0.263
H  -21.467  -0.549  -3.975
H  -15.254  -4.833  4.484
H  -23.915  -9.219  -6.572
H  -27.716  -3.026  7.185
H  -27.622  -7.560  -5.255
H  -26.784  -0.973  5.112
H  -22.141  -1.978  -4.644
H  -20.697  -4.060  5.340
H  -21.561  -2.640  1.949
H  -22.461  -1.821  8.440
H  -27.338  -6.362  1.090
H  -27.647  -1.156  -1.015
H  -19.646  -6.045  -2.880
H  -22.704  -2.941  4.179
H  -20.498  -5.106  0.739
H  -19.702  -9.901  -0.776
H  -18.679  -5.030  0.674
H  -13.985  -3.694  4.858
H  -27.153  -1.424  7.725
H  -23.103  3.316  -1.702
H  -19.063  -5.064  6.806
H  -23.911  0.286  4.716
H  -18.415  -7.942  -2.750
H  -22.924  3.491  -0.080
H  -17.032  -2.332  -1.566
H  -24.700  -4.544  -7.688
H  -21.171  -0.809  -5.718
H  -23.477  -8.378  -5.043
H  -24.487  -3.104  8.893
H  -18.334  -7.932  0.309
H  -24.781  -2.979  -5.581
H  -18.805  -5.066  -1.872
H  -24.710  1.178  -4.141
H  -19.143  -2.639  7.230
H  -18.780  -1.441  6.024
H  -20.560  4.115  4.506
H  -15.452  -2.625  2.739
H  -26.365  -4.114  -7.294
H  -27.309  -6.373  -7.278
H  -25.788  -4.289  5.666
H  -14.960  -4.442  6.076
H  -26.128  -4.856  7.247
H  -26.294  -6.075  -8.795
H  -20.451  -7.791  -3.759
H  -16.091  -0.742  5.757
H  -27.307  -9.020  -5.745
H  -16.022  -0.336  0.833
H  -24.380  -3.144  3.563
H  -21.681  -8.905  -3.603
H  -23.881  -2.582  -1.046
H  -21.725  3.055  3.535
H  -17.967  -3.363  -0.576
H  -24.739  -1.450  8.361
H  -17.578  -9.132  -1.920
H  -24.730  -9.634  -5.174
H  -28.825  -3.294  1.417
H  -24.312  -3.872  -4.107
H  -26.742  -4.876  -3.920
H  -22.178  2.087  -1.044
H  -26.857  -3.463  -4.973
H  -22.132  -10.450  -1.706
H  -16.347  -2.787  -0.042
H  -14.457  -1.576  3.870
H  -24.817  -0.693  3.453
H  -17.408  -1.207  7.678
H  -19.406  -6.298  1.480
H  -26.084  -8.225  -7.949
H  -19.688  -10.051  -2.605
H  -24.288  -0.415  0.118
H  -23.534  0.392  -3.047
H  -20.280  3.441  2.869
H  -28.433  -1.611  0.999
H  -24.551  -7.398  -7.865
H  -20.604  -5.111  -1.793
H  -24.925  0.666  1.353
H  -17.385  -6.983  -0.824
H  -17.270  -4.883  6.635
H  -24.877  -0.597  -3.585
H  -22.146  -6.908  0.486
H  -26.799  -2.863  8.660
H  -18.302  -5.688  5.394

Output
orbital gap = 7.8886 eV
strongest force on any atom = 4.48 eV/A
relative energy (zero: lowest compared OMol25 entry of this formula, charge and spin) = 74.2 kcal per mole
HOMO level = -7.86 eV
M = 1175.980 g mol⁻¹
charge = 0
2S+1 = 1

Results of the Löwdin charge analysis, in e, for atoms 1 through 2: 0.82, 0.83